(1)
Computed, not measured: C25H63CoNO22P4S as an isolated structure, with the ωB97M-V functional and the def2-TZVPD basis.

Geometry (Å):
Co (0.2086, 0.8412, -0.5613)
S (1.0543, -0.3385, 1.5013)
O (0.4369, 0.0021, 2.7785)
O (2.0575, -1.2910, 1.6488)
O (0.0383, -0.7663, 0.5137)
O (1.5150, 0.8588, 0.8001)
C (5.4891, -0.7166, -0.1287)
C (4.3573, -0.1733, -1.0436)
O (3.9084, -1.0460, -2.0620)
P (2.3438, -1.0310, -2.5754)
O (1.4660, -0.0271, -1.9183)
O (2.4574, -0.9596, -4.2283)
C (3.1951, -1.9786, -4.9124)
C (2.3463, -2.4549, -6.0586)
O (1.8035, -2.5242, -2.3937)
C (1.5924, -3.0930, -1.1076)
C (1.5345, -4.6653, -1.1891)
H (4.9461, -1.0741, 0.7462)
H (5.8543, -1.5653, -0.7070)
H (6.3571, -0.0676, -0.0129)
H (3.5806, 0.0264, -0.3054)
H (4.4323, 0.8455, -1.4237)
H (4.1002, -1.5957, -5.3839)
H (3.4596, -2.8506, -4.3143)
H (2.8310, -2.9804, -6.8814)
H (1.4888, -3.0407, -5.7275)
H (1.9667, -1.5668, -6.5638)
H (2.4873, -3.0151, -0.4902)
H (0.7224, -2.7831, -0.5286)
H (2.4860, -5.0611, -1.5444)
H (1.2138, -5.2211, -0.3080)
H (0.8256, -4.9786, -1.9556)
C (0.5073, 7.5297, -1.7139)
C (1.6248, 6.6716, -1.2666)
O (0.9361, 5.3967, -1.1306)
P (1.7453, 3.9293, -1.5844)
O (0.9363, 2.6981, -1.2803)
O (2.1781, 4.2568, -3.1028)
C (2.3223, 3.2161, -4.0851)
C (2.9174, 3.6484, -5.4257)
O (3.1357, 4.0189, -0.7769)
C (3.2582, 3.6724, 0.6364)
C (4.6472, 3.1313, 0.9559)
H (0.8624, 8.5524, -1.8406)
H (0.1159, 7.2319, -2.6867)
H (-0.2972, 7.4705, -0.9808)
H (2.2924, 6.4406, -2.0967)
H (2.1898, 6.9655, -0.3820)
H (2.8656, 2.3581, -3.6892)
H (1.3265, 2.7858, -4.1915)
H (3.9294, 4.0388, -5.3186)
H (2.9194, 2.7900, -6.0974)
H (2.3978, 4.4479, -5.9538)
H (3.1505, 4.5789, 1.2320)
H (2.6534, 2.9045, 1.1187)
H (5.3746, 3.7886, 0.4795)
H (4.8049, 3.0394, 2.0306)
H (4.8232, 2.1106, 0.6164)
C (-3.9632, -0.6239, 2.6587)
C (-2.8784, 0.3990, 2.4769)
O (-3.1743, 1.6232, 1.7689)
P (-2.1104, 2.6891, 1.2551)
O (-0.9322, 2.1322, 0.5377)
O (-3.0661, 3.8420, 0.5427)
C (-2.5717, 4.9441, -0.0953)
C (-2.3693, 4.4805, -1.5117)
O (-1.8121, 3.4894, 2.6122)
C (-0.4742, 3.6273, 3.0843)
C (0.1696, 4.7924, 2.3404)
H (-4.3928, -0.7377, 1.6634)
H (-3.6047, -1.5291, 3.1490)
H (-4.6819, -0.1244, 3.3082)
H (-2.4509, 0.6856, 3.4377)
H (-2.1971, -0.0253, 1.7393)
H (-3.1548, 5.8631, -0.0363)
H (-1.5203, 5.1625, 0.0915)
H (-1.8910, 3.5069, -1.4045)
H (-3.3895, 4.1765, -1.7459)
H (-1.8690, 5.2216, -2.1350)
H (-0.6066, 3.8304, 4.1470)
H (0.0745, 2.7309, 2.7956)
H (-0.6454, 5.5141, 2.2849)
H (0.9910, 5.1914, 2.9355)
H (0.6041, 4.5021, 1.3838)
C (-6.9262, -3.5251, 2.0274)
C (-6.5990, -4.9789, 1.5169)
O (-5.8087, -4.9346, 0.3668)
P (-4.2898, -5.5826, 0.3118)
O (-3.6335, -5.5556, -1.0283)
O (-3.4975, -4.8708, 1.4427)
C (-2.7009, -3.6194, 1.2564)
C (-1.9493, -3.2259, 2.5341)
O (-4.4028, -7.0998, 0.9670)
C (-5.4004, -8.0432, 0.7674)
C (-4.6535, -9.2774, 0.2264)
H (-6.9447, -2.7469, 1.2645)
H (-7.8605, -3.5692, 2.5870)
H (-6.1103, -3.2114, 2.6786)
H (-6.0221, -5.4367, 2.3204)
H (-7.4564, -5.6141, 1.2942)
H (-1.9884, -3.7791, 0.4471)
H (-3.4493, -2.8564, 1.0422)
H (-1.4861, -2.2392, 2.5300)
H (-2.4874, -3.4227, 3.4613)
H (-1.2060, -4.0198, 2.4617)
H (-6.0149, -8.2985, 1.6308)
H (-6.0275, -7.6209, -0.0176)
H (-5.3678, -10.1007, 0.2376)
H (-4.1302, -9.0595, -0.7046)
H (-3.8931, -9.6913, 0.8887)
C (3.0865, 0.5075, 4.8675)
N (4.5373, 0.6031, 4.5137)
O (5.0032, 0.1064, 3.5378)
O (5.2315, 1.1115, 5.3232)
H (2.5624, -0.3718, 4.4930)
H (2.6085, 1.3711, 4.4051)
H (3.0201, 0.3063, 5.9367)

Calculated values
E_tot	-159104.8616	eV
Kohn-Sham gap (alpha / beta)	9.066 / 8.938	eV
charge	0
multiplicity	4
HOMO energy (alpha / beta)	-8.7 / -8.7	eV
LUMO (alpha / beta)	0.3 / 0.2	eV

***

(2)
Computed, not measured: C19H43O2OsP3S as an isolated structure, with the ωB97M-V functional and the def2-TZVPD basis.

Geometry (Å):
Os (0.5343, 1.5788, 0.9599)
P (1.7986, -0.1533, 1.8678)
P (1.9560, 3.2985, 1.0002)
P (-1.4131, -2.6840, 0.0186)
H (1.5743, 1.7859, -1.4875)
C (0.8141, 1.2252, -0.9358)
C (-0.4670, 1.9415, -0.7147)
H (-0.5617, 2.9793, -1.0507)
C (2.5981, -1.2976, 0.6939)
C (3.1474, 0.3926, 2.9727)
C (0.8476, -1.2520, 2.9651)
C (1.5437, 4.7293, -0.0390)
C (2.0784, 3.8522, 2.7239)
C (3.6274, 2.8017, 0.3847)
C (-3.0366, -3.3054, -0.6027)
C (-1.4674, -3.4740, 1.6729)
C (-0.2595, -3.7860, -0.9036)
H (0.7102, 0.1634, -1.1921)
H (-1.3795, 1.3899, -0.9741)
H (3.6798, -1.3018, 0.8775)
H (2.4050, -0.9935, -0.3403)
H (2.1949, -2.3076, 0.8460)
H (3.9051, -0.3981, 2.9815)
H (2.7438, 0.5246, 3.9839)
H (3.6180, 1.3284, 2.6510)
H (1.1885, -2.2836, 2.8225)
H (-0.2273, -1.1968, 2.7512)
H (1.0211, -0.9566, 4.0043)
H (2.2810, 5.5318, 0.1170)
H (0.5475, 5.0932, 0.2294)
H (1.5321, 4.4434, -1.0953)
H (2.8681, 4.6112, 2.8029)
H (2.2967, 2.9948, 3.3743)
H (1.1156, 4.2780, 3.0331)
H (4.0407, 3.6304, -0.2170)
H (3.5436, 1.9030, -0.2512)
H (4.2957, 2.5863, 1.2304)
H (-3.3474, -4.2172, -0.0719)
H (-3.0309, -3.4919, -1.6861)
H (-3.7893, -2.5175, -0.4042)
H (-2.0639, -4.3868, 1.6834)
H (-1.9050, -2.7028, 2.3239)
H (-0.4459, -3.6471, 2.0342)
H (-0.7596, -4.6190, -1.4241)
H (0.4667, -4.2095, -0.1930)
H (0.3176, -3.1688, -1.6104)
C (-1.6003, -1.0480, -3.7765)
C (-0.3543, -1.5789, -4.1516)
C (-0.2639, -2.1799, -5.3947)
C (-1.3983, -2.1762, -6.2167)
C (-2.5720, -1.4753, -5.8961)
C (-2.6285, -0.8030, -4.6939)
O (-2.0003, -1.0421, -2.4775)
H (-1.6168, -1.8138, -2.0341)
H (0.4492, -1.6221, -3.4002)
H (0.6718, -2.6560, -5.7306)
H (-1.3527, -2.7066, -7.1670)
H (-3.4252, -1.4442, -6.5741)
H (-3.5378, -0.3378, -4.3117)
C (-2.8592, 2.2571, 1.3709)
S (-1.5871, 1.0961, 1.8329)
C (-1.4028, 1.3844, 3.5880)
O (-2.1912, -0.2599, 1.6561)
H (-2.5639, 3.2852, 1.6076)
H (-3.7621, 1.9638, 1.9218)
H (-3.0200, 2.1409, 0.2968)
H (-2.1826, 2.0940, 3.8874)
H (-1.5394, 0.4186, 4.0824)
H (-0.4001, 1.7911, 3.7685)

Calculated values
E_tot	-65618.9643	eV
Kohn-Sham gap (alpha / beta)	7.143 / 5.952	eV
charge	+4
multiplicity	5
energy above the lowest of the compared OMol25 structures with the same formula, charge and spin	62.6	kcal/mol
HOMO energy (alpha / beta)	-19.8 / -20.9	eV
LUMO (alpha / beta)	-12.7 / -15.0	eV

***

(3)
Computed, not measured: a 12-piece molecular cluster, H24O12 overall, with the ωB97M-V functional and the def2-TZVPD basis.

Geometry (Å):
O (-0.0140, -1.2769, 0.9424)
H (-0.0160, -0.4327, 1.4147)
H (0.6365, -1.2197, 0.2606)
O (4.6317, -0.0803, -1.8709)
H (4.2883, -0.3091, -1.0701)
H (4.6264, 0.8701, -1.7773)
O (-0.8663, 3.4283, -0.2662)
H (-1.1475, 4.0973, -0.9316)
H (-1.2167, 2.6217, -0.4251)
O (-2.1777, -0.8520, -0.1186)
H (-1.2504, -0.9075, -0.0748)
H (-2.4367, -0.9351, 0.8495)
O (2.7385, -0.8155, 3.4618)
H (2.7932, 0.0376, 3.9948)
H (2.0371, -1.1404, 3.9945)
O (1.5395, 2.8577, -0.5433)
H (0.9394, 2.7352, 0.2334)
H (0.9482, 3.1159, -1.2070)
O (-3.4733, 1.5397, -0.6510)
H (-4.0400, 1.7256, 0.0331)
H (-3.6588, 0.5544, -0.7593)
O (3.5789, 3.2558, 1.3905)
H (3.4441, 3.9615, 2.0079)
H (2.7209, 2.8095, 1.3879)
O (-3.2004, -3.3240, -0.9608)
H (-2.3150, -2.7881, -0.8757)
H (-3.8551, -2.6404, -0.8820)
O (-0.2313, -3.8446, -2.8957)
H (0.3377, -4.5256, -3.3268)
H (-0.5040, -4.1542, -1.9664)
O (-3.5865, -1.9925, 3.1207)
H (-4.4262, -2.0564, 2.6769)
H (-3.7161, -1.3680, 3.8424)
O (1.4436, 0.7807, -2.0350)
H (1.6059, 1.3309, -2.7526)
H (1.1424, 1.2060, -1.2374)

Calculated values
E_tot	-24957.1699	eV
Kohn-Sham gap	10.392	eV
SMILES	O.O.O.O.O.O.O.O.O.O.O.O
charge	0
multiplicity	1
energy above the lowest of the compared OMol25 structures with the same formula, charge and spin	104.3	kcal/mol
HOMO energy	-10.7	eV
LUMO	-0.3	eV